[1]
The following is a DFT calculation (ωB97M-V/def2-TZVPD) of a 3-piece molecular cluster, C15H34NO3 overall in a non-equilibrium geometry.

```
! RIJCOSX wB97M-V def2-TZVPD def2/J DEFGRID3
* xyz 1 1
C -3.5782 -4.0776 2.9475
C -2.5179 -5.2846 3.1566
C -1.0563 -4.6896 2.7679
N -1.3662 -3.2185 2.6885
C -1.4059 -2.5834 4.0492
C -0.0531 -1.5829 4.1632
C -0.1795 -0.4255 5.3612
O -0.2860 -0.1908 3.7651
C -2.7190 -3.0549 2.0414
H -4.4821 -4.4687 2.3769
H -4.0555 -3.6443 3.8864
H -2.3339 -5.6393 4.2164
H -2.8639 -6.0525 2.4030
H -0.3728 -4.8723 3.6475
H -0.6628 -5.1846 1.8366
H -0.6824 -2.6700 2.1433
H -1.2438 -3.2905 4.9082
H -2.2567 -1.8603 4.2008
H 0.9995 -2.0733 3.9935
H -0.8233 0.4963 5.3986
H -1.0499 -1.0836 5.7903
H -3.1507 -2.0146 2.0099
H -2.6978 -3.5746 1.0322
C -0.1709 1.2789 1.0895
C 0.0089 0.0298 0.2453
O -1.1278 -0.2950 -0.5395
C -1.5161 0.6682 -1.5128
C -0.4562 0.9203 -2.5695
H -1.0921 1.2190 1.6729
H 0.6736 1.4032 1.7694
H -0.2345 2.1758 0.4693
H 0.1726 -0.8233 0.9122
H 0.9001 0.1062 -0.3856
H -1.8185 1.6015 -1.0267
H -2.4086 0.2678 -1.9984
H 0.4193 1.4180 -2.1460
H -0.8512 1.5574 -3.3625
H -0.1164 -0.0209 -3.0076
C 2.9155 3.5658 -2.7300
C 3.1683 2.7913 -4.0121
O 2.3087 3.1654 -5.0758
C 2.4036 4.5129 -5.5157
C 3.7719 4.8744 -6.0659
H 1.8569 3.5305 -2.4608
H 3.5053 3.1508 -1.9098
H 3.1896 4.6175 -2.8389
H 2.9799 1.7318 -3.8235
H 4.2159 2.8705 -4.3202
H 2.1068 5.1984 -4.7144
H 1.6639 4.6259 -6.3112
H 4.5309 4.8765 -5.2802
H 3.7523 5.8698 -6.5136
H 4.0865 4.1518 -6.8220
*
```

The value obtained for the HOMO energy is -11.1 eV. The orbital gap is 0.278 hartree.

---

[2]
The following is a DFT calculation (ωB97M-V/def2-TZVPD) of a 3-piece molecular cluster, C15H34NO8Si overall in a non-equilibrium geometry.

```
! RIJCOSX wB97M-V def2-TZVPD def2/J DEFGRID3
* xyz -1 1
N 7.5520 -2.9691 -0.1849
C 7.8293 -1.9920 -0.9399
C 6.8439 -0.9560 -1.2658
Si 5.6640 -1.6477 -2.6297
C 4.1016 -2.4178 -1.8265
O 3.1633 -1.5827 -1.6784
O 4.1045 -3.6014 -1.5184
H 8.3586 -3.5784 -0.1048
H 8.8287 -1.9275 -1.3719
H 6.2768 -0.7083 -0.3825
H 7.3322 -0.0934 -1.7013
H 6.4195 -2.6943 -3.3696
H 5.3236 -0.5642 -3.5816
C -1.1015 -5.1878 1.8658
O -1.8701 -4.2434 1.1534
C -2.2860 -3.1124 1.8902
C -1.8576 -1.7802 1.2919
O -0.4732 -1.5161 1.2179
C 0.3604 -2.2848 0.3405
C 0.1097 -2.1523 -1.1437
O -1.1734 -2.6385 -1.5597
C -1.9426 -1.7282 -2.3044
H -1.7452 -5.9649 2.2947
H -0.4105 -5.6575 1.1653
H -0.5138 -4.7223 2.6616
H -1.9376 -3.1712 2.9270
H -3.3845 -3.1202 1.9089
H -2.2450 -1.0140 1.9740
H -2.3461 -1.6020 0.3308
H 0.3849 -3.3288 0.6513
H 1.3687 -1.9003 0.4997
H 0.8748 -2.7441 -1.6482
H 0.2525 -1.1121 -1.4482
H -1.7077 -0.6876 -2.0581
H -2.9984 -1.9034 -2.0751
H -1.7934 -1.8842 -3.3790
C -0.3701 1.7324 0.9850
O -1.3010 2.3713 0.1214
C -2.6191 1.8725 0.1774
C -3.6663 2.9291 0.4869
O -3.5792 3.5723 1.7492
C -2.5035 4.4502 2.0321
C -2.4408 5.7485 1.2463
O -2.2077 5.5747 -0.1384
C -3.1298 6.2060 -0.9986
H 0.1389 0.9210 0.4663
H 0.3718 2.4763 1.2835
H -0.8461 1.3408 1.8873
H -2.6983 1.0572 0.9014
H -2.8614 1.4600 -0.8111
H -4.6256 2.4037 0.5158
H -3.7477 3.6606 -0.3191
H -1.5488 3.9235 2.0025
H -2.6584 4.7416 3.0753
H -1.6014 6.3288 1.6494
H -3.3563 6.3244 1.4200
H -4.1176 6.3126 -0.5410
H -3.2331 5.5893 -1.8931
H -2.7612 7.1923 -1.3000
*
```

The relative energy (zero: lowest compared OMol25 entry of this formula, charge and spin) comes out at 0.00 kJ/mol. The value obtained for the HOMO energy is -3.9 eV. The orbital gap is 0.233 hartree.

---

[3]
The following is a DFT calculation (ωB97M-V/def2-TZVPD) of a 3-piece molecular cluster, C15H35B2FO3 overall in a non-equilibrium geometry.

```
! RIJCOSX wB97M-V def2-TZVPD def2/J DEFGRID3
* xyz 0 1
C 0.7223 -2.8803 -0.1865
B 0.8788 -1.3083 0.1972
C -0.2794 -0.4146 0.9279
C -1.4131 -0.1443 -0.1991
O -1.6914 1.0009 -0.6112
F -2.1086 -1.2862 -0.6873
B 2.3161 -0.5360 -0.2242
O 3.3059 -0.0814 0.7244
O 2.5257 -0.3858 -1.6690
H -0.3424 -3.1846 -0.4849
H 1.3953 -3.0920 -1.1032
H 1.0616 -3.5931 0.6418
H -0.7992 -1.0353 1.7493
H 0.0968 0.5840 1.3547
H 2.9861 0.7830 1.0898
H 1.5988 -0.3138 -2.0189
C 0.1608 0.6337 4.8147
C 1.6812 0.6730 4.7402
C 2.2936 -0.6068 4.1683
C 2.0375 -1.8776 4.9841
C 2.5113 -1.8285 6.4372
C 4.0163 -1.6469 6.5758
H -0.1906 -0.1545 5.4846
H -0.2226 1.5848 5.1939
H -0.2739 0.4654 3.8253
H 2.0920 0.8844 5.7321
H 1.9758 1.5131 4.1010
H 3.3727 -0.4584 4.0555
H 1.9057 -0.7639 3.1545
H 2.5304 -2.7163 4.4785
H 0.9664 -2.1086 4.9717
H 2.2284 -2.7681 6.9251
H 1.9938 -1.0329 6.9825
H 4.5548 -2.4552 6.0716
H 4.3020 -1.6588 7.6308
H 4.3494 -0.6954 6.1543
C -4.5918 2.9104 -5.8148
C -3.0720 2.9626 -5.8896
C -2.4490 1.6857 -6.4558
C -2.6943 0.4167 -5.6339
C -2.2208 0.4766 -4.1810
C -0.7176 0.6713 -4.0438
H -4.9363 2.1222 -5.1412
H -4.9833 3.8599 -5.4398
H -5.0248 2.7338 -6.8034
H -2.6627 3.1821 -4.8985
H -2.7847 3.8019 -6.5325
H -1.3708 1.8427 -6.5695
H -2.8357 1.5209 -7.4683
H -2.1945 -0.4204 -6.1356
H -3.7631 0.1768 -5.6449
H -2.4955 -0.4629 -3.6884
H -2.7443 1.2701 -3.6394
H -0.1723 -0.1354 -4.5445
H -0.4326 0.6667 -2.9880
H -0.3924 1.6234 -4.4697
*
```

The value obtained for the HOMO energy is -10.1 eV. The orbital gap is 0.355 hartree. As for the SMILES: CB(CC(=O)F)B(O)O.CCCCCC.CCCCCC.

---

[4]
The following is a DFT calculation (ωB97M-V/def2-TZVPD) of a 4-piece molecular cluster, C15H35BN2O10S overall.

```
! RIJCOSX wB97M-V def2-TZVPD def2/J DEFGRID3
* xyz 0 1
O 3.1121 -4.5825 -2.3518
C 3.4326 -4.1683 -3.4331
O 4.6550 -3.7135 -3.7361
N 2.5838 -4.0796 -4.5649
C 1.4601 -5.0384 -4.6000
B 0.1566 -4.5661 -3.7869
O -0.8248 -3.8519 -4.3986
O -0.0114 -4.9010 -2.4626
N 2.1346 -2.7676 -4.8383
C 2.3769 -1.7880 -4.1583
S 2.6823 -0.5383 -3.2887
H 5.2344 -3.9697 -3.0051
H 1.8215 -5.9895 -4.2142
H 1.2324 -5.1820 -5.6596
H -0.5955 -3.5896 -5.2946
H 0.3527 -4.2778 -1.8306
C 4.6095 2.5218 -2.1859
O 3.6257 2.2304 -1.2107
C 3.8137 2.9230 0.0132
C 2.8945 4.1172 0.1295
O 3.1942 5.1191 -0.8273
C 2.3221 5.1139 -1.9415
H 4.2620 2.1108 -3.1324
H 4.7636 3.5974 -2.3002
H 5.5634 2.0489 -1.9271
H 4.8570 3.2362 0.1228
H 3.5834 2.2231 0.8224
H 3.0150 4.5631 1.1216
H 1.8517 3.7968 0.0309
H 1.3326 5.4947 -1.6658
H 2.2108 4.1108 -2.3617
H 2.7555 5.7702 -2.6945
C -0.6206 2.0479 -0.2982
O -1.0847 3.3348 0.0677
C -2.2401 3.7501 -0.6400
C -3.5014 3.5667 0.1754
O -3.7762 2.2008 0.4230
C -3.4041 1.7642 1.7177
H 0.1266 1.7554 0.4382
H -1.4282 1.3124 -0.3025
H -0.1493 2.0734 -1.2873
H -2.3284 3.2033 -1.5849
H -2.1186 4.8126 -0.8730
H -4.3464 3.9774 -0.3860
H -3.4177 4.1202 1.1168
H -4.0929 2.1555 2.4744
H -2.3856 2.0694 1.9698
H -3.4610 0.6776 1.7278
C -3.9978 -2.3017 3.0475
O -3.4789 -1.3115 3.9166
C -3.8124 -1.5162 5.2787
C -2.6646 -2.1191 6.0578
O -2.3576 -3.4311 5.6214
C -1.2333 -3.5005 4.7655
H -3.5150 -2.1695 2.0805
H -3.7902 -3.3090 3.4160
H -5.0792 -2.1827 2.9204
H -4.6975 -2.1548 5.3653
H -4.0562 -0.5400 5.7093
H -2.9479 -2.1799 7.1130
H -1.7842 -1.4725 5.9793
H -0.3047 -3.3418 5.3250
H -1.2936 -2.7647 3.9598
H -1.2161 -4.5002 4.3351
*
```

The value obtained for the HOMO energy is -8.9 eV. The orbital gap is 0.320 hartree. As for the SMILES: O=C(O)N(CB(O)O)N=C=S.COCCOC.COCCOC.COCCOC.

---

[5]
The following is a DFT calculation (ωB97M-V/def2-TZVPD) of C15H35ClN5O5Zr as an isolated structure in a non-equilibrium geometry.

```
! RIJCOSX wB97M-V def2-TZVPD def2/J DEFGRID3
* xyz 2 2
Zr -20.8364 14.1475 -25.3669
Cl -18.4184 14.9923 -25.1816
C -22.3794 15.8425 -21.5592
C -21.1741 16.2390 -22.4298
O -20.9776 15.6826 -23.5086
N -20.4089 17.2696 -22.0278
C -19.2358 17.8111 -22.6674
H -23.3819 15.9293 -21.9783
H -22.4325 16.4238 -20.6387
H -22.2881 14.8114 -21.2176
H -20.6798 17.8219 -21.2268
H -18.3551 17.5523 -22.0796
H -19.3042 18.8979 -22.6202
H -19.1264 17.4810 -23.7004
C -17.5570 11.7581 -26.9997
C -18.5425 11.5146 -25.8450
O -19.4666 12.2898 -25.6584
N -18.2453 10.4880 -25.0579
C -19.0959 9.8882 -24.0381
H -18.0477 11.9920 -27.9445
H -16.7321 11.0462 -27.0259
H -17.0465 12.7041 -26.8192
H -17.3038 10.1370 -25.1605
H -20.0793 9.6353 -24.4345
H -19.1816 10.4516 -23.1089
H -18.7636 8.8950 -23.7364
C -16.7653 18.6503 -25.5994
C -16.5090 19.2042 -27.0218
O -15.4798 18.8475 -27.5956
N -17.4104 20.0012 -27.5756
C -17.2836 20.6313 -28.8082
H -15.9387 18.8890 -24.9301
H -16.9565 17.5778 -25.5624
H -17.6633 19.1143 -25.1915
H -18.3198 20.1108 -27.1500
H -17.4009 21.6975 -28.6144
H -18.1533 20.2712 -29.3577
H -16.3908 20.4517 -29.4072
C -22.3654 18.2983 -25.7489
C -21.2594 17.5417 -26.4458
O -21.0990 16.3560 -25.9716
N -20.5102 18.0776 -27.3979
C -19.4168 17.3765 -28.0793
H -22.3368 18.3068 -24.6593
H -23.3467 17.9252 -26.0420
H -22.3635 19.3571 -26.0079
H -20.5962 19.0738 -27.5410
H -18.6767 16.8757 -27.4552
H -18.8028 18.0058 -28.7235
H -19.7913 16.6233 -28.7725
C -21.8099 11.1920 -22.2270
C -20.8268 12.3669 -22.4532
O -20.8538 13.0976 -23.4552
N -19.8256 12.4641 -21.5078
C -18.7753 13.4709 -21.6315
H -22.8521 11.5112 -22.2251
H -21.5423 10.6336 -21.3300
H -21.7047 10.4274 -22.9967
H -19.8614 11.8739 -20.6889
H -18.0198 13.1373 -20.9201
H -19.1407 14.4691 -21.3901
H -18.3054 13.5114 -22.6142
*
```

Its expectation value of S² is 0.752. The value obtained for the HOMO energy (spin up / spin down) is -13.3 / -13.3 eV. The orbital gap (spin up / spin down) is 0.253 / 0.259 hartree.

---

[6]
The following is a DFT calculation (ωB97M-V/def2-TZVPD) of a 5-piece molecular cluster, C15H35ClNO6P overall in a non-equilibrium geometry.

```
! RIJCOSX wB97M-V def2-TZVPD def2/J DEFGRID3
* xyz 0 1
C 1.9482 -1.5796 3.7694
C 2.1066 -0.1693 3.9269
P 1.9017 1.7443 4.2189
Cl 2.3977 2.7029 2.3879
C 0.0160 2.0576 4.5885
O -0.6672 0.8025 4.1549
N -1.6303 1.0839 3.2390
O -1.2597 0.7681 2.1084
H 1.6057 -2.7094 3.9452
H -0.1883 2.1709 5.7590
H -0.3797 3.0169 4.0456
C -1.4899 6.0270 4.4302
C -0.1232 6.4371 4.9551
C 0.3122 7.7757 4.3806
O 0.8345 5.4403 4.6081
H -1.4738 5.9155 3.3402
H -1.7849 5.0561 4.8424
H -2.2524 6.7662 4.6946
H -0.1518 6.4976 6.0485
H 0.3922 7.7263 3.2888
H 1.3027 8.0523 4.7575
H -0.3963 8.5674 4.6435
H 0.8667 5.3797 3.6389
C 0.1032 1.5179 -1.4470
C 1.3604 1.0057 -2.1313
C 1.6040 -0.4617 -1.8168
O 2.4802 1.7737 -1.6979
H 0.1886 1.4357 -0.3577
H -0.0528 2.5783 -1.6722
H -0.7791 0.9574 -1.7715
H 1.2706 1.1400 -3.2148
H 1.7427 -0.6142 -0.7406
H 2.5187 -0.8135 -2.3060
H 0.7668 -1.0816 -2.1525
H 2.5677 1.6604 -0.7369
C 1.5138 -2.8967 -5.5198
C 0.2689 -3.1050 -4.6722
C -0.8361 -3.7818 -5.4674
O -0.1955 -1.8439 -4.1974
H 1.2993 -2.2519 -6.3794
H 2.2962 -2.3976 -4.9382
H 1.9050 -3.8505 -5.8875
H 0.5176 -3.7136 -3.7961
H -1.1339 -3.1683 -6.3252
H -1.7300 -3.9141 -4.8484
H -0.5154 -4.7621 -5.8335
H -0.4188 -1.2967 -4.9687
C -1.2245 -6.2417 -0.4497
C -1.3422 -5.2411 -1.5883
C -1.5351 -3.8266 -1.0652
O -2.4487 -5.5940 -2.4145
H -2.1342 -6.2494 0.1610
H -1.0985 -7.2569 -0.8411
H -0.3723 -6.0068 0.1956
H -0.4418 -5.2839 -2.2106
H -2.4558 -3.7487 -0.4763
H -1.6307 -3.1189 -1.8957
H -0.6923 -3.5192 -0.4383
H -3.2528 -5.5587 -1.8702
*
```

The value obtained for the HOMO energy is -9.2 eV. The orbital gap is 0.315 hartree. As for the SMILES: C#CP(Cl)CON=O.CC(C)O.CC(C)O.CC(C)O.CC(C)O.

---

[7]
The following is a DFT calculation (ωB97M-V/def2-TZVPD) of a 3-piece molecular cluster, C15H35F3N4O10P3 overall in a non-equilibrium geometry.

```
! RIJCOSX wB97M-V def2-TZVPD def2/J DEFGRID3
* xyz 1 1
N -0.9547 10.2205 -1.8389
C -0.0103 9.2497 -1.7127
N 1.1469 9.4383 -1.0898
C 1.7847 8.2653 -1.1299
N 1.0638 7.3493 -1.7677
P 1.7516 5.6203 -1.9319
O 1.8963 5.2418 -3.4776
O 0.6917 4.6161 -1.2982
N -0.0912 7.9608 -2.1659
C -1.1823 7.3263 -2.8865
F -1.7669 8.2416 -3.6300
F -0.7214 6.3797 -3.6708
F -2.0689 6.8731 -2.0330
H -1.5088 10.4394 -1.0275
H -1.1408 10.6993 -2.7022
H 2.7674 8.1089 -0.7103
H 1.6712 5.9723 -4.0749
H 0.8396 4.6090 -0.3354
O 0.1168 1.8331 1.0359
P -0.7460 1.1853 2.0455
O -0.3299 -0.3688 2.1361
C 0.9777 -0.7250 2.6127
C 1.1314 -0.4852 4.1018
O -2.1591 1.0207 1.2590
C -2.4230 1.6196 -0.0053
C -2.1935 0.6305 -1.1277
O -1.3907 1.3739 3.4731
C -2.7967 1.3713 3.7958
C -3.3449 -0.0325 3.8692
H 1.7391 -0.1768 2.0514
H 1.1058 -1.7817 2.3950
H 1.0909 0.5814 4.3374
H 2.0873 -0.8734 4.4529
H 0.3267 -0.9692 4.6546
H -1.8321 2.5248 -0.1454
H -3.4731 1.9215 0.0086
H -1.1744 0.2440 -1.1071
H -2.3725 1.0967 -2.0979
H -2.8647 -0.2224 -1.0230
H -3.3611 2.0033 3.1145
H -2.8711 1.8397 4.7775
H -3.2553 -0.5531 2.9179
H -4.3978 -0.0020 4.1511
H -2.8006 -0.6147 4.6133
O 2.4286 -5.4033 1.1661
P 1.8730 -5.3901 -0.1977
O 0.3316 -4.9028 -0.1006
C 0.0576 -3.5765 0.3567
C 0.4536 -2.5238 -0.6620
O 1.6540 -6.9627 -0.5226
C 2.1546 -8.0022 0.3190
C 1.0745 -8.4985 1.2550
O 2.1695 -4.9778 -1.7009
C 2.1817 -5.8528 -2.8426
C 0.7839 -6.1540 -3.3264
H 0.5688 -3.4047 1.3056
H -1.0146 -3.5238 0.5415
H 1.5371 -2.4977 -0.8030
H 0.1297 -1.5362 -0.3300
H 0.0063 -2.7406 -1.6322
H 3.0379 -7.6768 0.8656
H 2.4679 -8.8123 -0.3432
H 0.6802 -7.6848 1.8640
H 1.4625 -9.2751 1.9150
H 0.2401 -8.9102 0.6857
H 2.7553 -6.7548 -2.6453
H 2.7234 -5.3115 -3.6197
H 0.1939 -6.6617 -2.5660
H 0.8287 -6.7879 -4.2128
H 0.2630 -5.2305 -3.5828
*
```

The value obtained for the HOMO energy is -11.5 eV. The orbital gap is 0.272 hartree.

---

[8]
The following is a DFT calculation (ωB97M-V/def2-TZVPD) of a 5-piece molecular cluster, C15H35F6N3O6P overall in a non-equilibrium geometry.

```
! RIJCOSX wB97M-V def2-TZVPD def2/J DEFGRID3
* xyz 0 2
P 0.0029 1.3555 0.2872
F 0.9858 0.1595 0.6557
F 0.5798 1.9817 1.6753
F 1.2517 2.0651 -0.3623
F -0.9495 2.6832 0.1500
F -0.0606 0.6047 -1.0775
F -1.2135 0.3704 0.9224
C -3.8000 -1.9394 2.3388
O -3.9576 -2.6380 3.5496
C -2.8023 -3.4510 3.9253
C -2.6952 -4.7514 3.1812
O -1.7452 -5.7365 3.5845
C -0.3297 -5.4295 3.6049
C 0.2483 -5.2777 2.1521
O 0.0093 -4.0198 1.3971
C 0.2723 -2.8537 2.0846
H -3.4262 -0.9688 2.6650
H -4.8634 -1.8126 2.1359
H -3.1802 -2.3925 1.5650
H -3.0509 -3.8450 4.9108
H -1.8700 -2.8960 4.0289
H -2.5373 -4.5944 2.1142
H -3.6963 -5.1816 3.1519
H -0.0005 -6.3699 4.0468
H -0.0075 -4.6204 4.2603
H -0.2629 -5.9614 1.4743
H 1.3088 -5.4962 2.0266
H 0.9849 -2.1989 1.5831
H 0.7477 -2.9570 3.0600
H -0.6965 -2.3605 2.1636
C 2.5780 -1.3087 -1.6146
O 1.9177 -1.6588 -2.6285
N 3.3347 -2.1936 -0.9249
C 3.8907 -1.8384 0.4506
C 3.1021 -3.5634 -1.2186
H 2.6414 -0.2796 -1.2284
H 4.2836 -0.8339 0.6076
H 4.7202 -2.5453 0.4319
H 3.3748 -2.2307 1.3270
H 2.4186 -4.0298 -0.5092
H 2.7097 -3.7188 -2.2236
H 4.0019 -4.1751 -1.1532
C -0.3763 5.4891 -0.8133
O 0.1415 5.7913 -1.9292
N -1.6369 5.7709 -0.5003
C -2.0139 5.5437 0.8367
C -2.4062 6.6284 -1.2673
H 0.2501 5.0284 -0.0338
H -1.2632 4.9128 1.3126
H -3.0095 5.1006 0.8607
H -2.0579 6.4353 1.4622
H -2.0802 6.8946 -2.2728
H -3.4349 6.2891 -1.3888
H -2.6477 7.5602 -0.7560
C 2.5275 3.1592 -5.4372
O 2.5413 3.4029 -6.6769
N 1.4924 2.8681 -4.6337
C 0.0983 2.8872 -5.0510
C 1.7444 2.7799 -3.2253
H 3.4438 3.3762 -4.8666
H -0.0215 2.8403 -6.1333
H -0.3747 3.8085 -4.7109
H -0.4397 2.0107 -4.6899
H 1.1370 1.9529 -2.8576
H 2.7924 2.6464 -2.9572
H 1.3741 3.7312 -2.8431
*
```

Its expectation value of S² is 0.784. The value obtained for the HOMO energy (spin up / spin down) is -8.8 / -8.8 eV. The orbital gap (spin up / spin down) is 0.280 / 0.105 hartree.